The following is a quantum chemistry calculation of 2 unconnected molecules or ions with the total composition C4H3ClO2, from the Open Molecules 2025 dataset.

Last column: Löwdin charge in e.
Element x y z (Å)
C: -0.144 0.204 2.146  0.01
C: -1.282 0.355 1.817  -0.01
C: 1.328 0.403 -1.456  -0.34
C: -0.805 -0.473 -1.208  -0.52
O: 0.986 1.490 -1.767  0.12
O: 0.528 -0.679 -1.243  -0.14
Cl: -1.548 -1.945 -0.968  0.70
H: 0.834 0.100 2.515  0.01
H: 2.367 0.066 -1.305  0.15
H: -2.264 0.478 1.469  0.02

Calculated values
* HOMO: -9.6 eV
* orbital gap: 0.3334 Ha
* 2S+1: 1
* E: -20808.88511 eV
* max |F|: 1.95 eV/A
* energy relative to the best compared isomer or geometry (same formula, charge and spin): 4.531 eV


The following is a quantum chemistry calculation of 2 unconnected molecules or ions with the total composition C3H8N2O2, from the Open Molecules 2025 dataset.

Last column: Löwdin charge in e.
Element x y z (Å)
C: 0.840 0.657 0.544  -0.05
C: -0.208 -0.262 0.174  -0.42
N: 1.172 1.647 -0.314  0.14
N: -0.426 -1.476 0.899  0.08
C: -1.340 0.351 -0.320  -0.13
O: 1.374 -0.819 -0.932  -0.35
O: -2.539 -0.272 -0.300  0.01
H: 1.087 -0.931 -1.846  -0.03
H: -2.369 -1.156 0.079  0.09
H: 1.192 0.706 1.572  0.14
H: 1.467 2.547 0.029  0.12
H: 1.171 1.290 -1.275  0.12
H: 0.046 -2.239 0.427  0.09
H: -0.063 -1.437 1.846  0.09
H: -1.405 1.394 -0.582  0.11

Calculated values
* HOMO (spin up / spin down): -6.8 / -6.8 eV
* orbital gap (spin up / spin down): 0.2544 / 0.2543 Ha
* 2S+1: 1
* E: -10311.85103 eV
* max |F|: 2.12 eV/A
* energy relative to the best compared isomer or geometry (same formula, charge and spin): 5.101 eV


The following is a quantum chemistry calculation of 17 unconnected molecules or ions with the total composition C40H119N5O25, from the Open Molecules 2025 dataset.

Last column: Löwdin charge in e.
Element x y z (Å)
C: 3.963 -2.318 3.835  -0.12
O: 5.140 -2.905 4.480  -0.13
H: 3.254 -3.056 3.460  0.05
H: 3.380 -1.817 4.607  0.08
H: 4.301 -1.701 3.002  0.07
H: 4.937 -2.880 5.418  0.06
C: -1.824 -7.037 3.334  -0.13
O: -2.832 -7.657 4.208  -0.14
H: -1.537 -7.775 2.584  0.07
H: -2.425 -6.239 2.898  0.07
H: -0.913 -6.619 3.764  0.06
H: -2.731 -7.266 5.079  0.06
C: 0.967 -4.606 2.724  -0.16
O: -0.048 -4.988 1.846  -0.13
H: 0.737 -4.736 3.781  0.08
H: 1.851 -5.153 2.395  0.08
H: 1.114 -3.531 2.625  0.05
H: 0.390 -5.143 1.005  0.02
C: -1.933 4.477 -2.165  -0.18
O: -2.796 3.455 -1.941  -0.11
H: -1.077 4.229 -2.792  0.06
H: -2.618 5.186 -2.630  0.10
H: -1.591 4.829 -1.191  0.07
H: -2.337 2.615 -1.861  0.05
C: 4.284 -6.435 0.257  -0.06
C: 3.107 -7.381 0.059  -0.43
C: 1.937 -6.911 -0.850  -0.14
O: 1.174 -5.743 -0.426  -0.21
C: 1.446 -4.614 -1.220  -0.10
N: 3.723 -8.528 -0.559  0.02
H: 3.866 -5.435 0.373  0.06
H: 4.984 -6.384 -0.578  0.08
H: 4.842 -6.597 1.179  0.08
H: 2.673 -7.662 1.019  0.14
H: 1.221 -7.722 -0.721  0.12
H: 2.137 -7.000 -1.918  0.12
H: 0.930 -3.722 -0.865  0.08
H: 1.287 -4.664 -2.297  0.07
H: 2.507 -4.399 -1.090  0.08
H: 4.125 -8.288 -1.454  0.07
H: 3.008 -9.230 -0.693  0.07
C: 2.979 2.263 3.652  -0.10
C: 4.304 2.928 3.711  -0.34
C: 4.980 2.592 5.161  -0.14
O: 4.119 3.116 6.178  -0.23
C: 4.038 4.523 6.421  -0.09
N: 5.096 2.234 2.642  0.05
H: 2.253 2.619 4.383  0.08
H: 3.025 1.195 3.865  0.08
H: 2.463 2.225 2.693  0.06
H: 4.275 3.994 3.486  0.13
H: 5.962 3.049 5.287  0.11
H: 5.067 1.510 5.258  0.12
H: 4.807 4.682 7.178  0.08
H: 3.091 4.828 6.867  0.08
H: 4.245 5.173 5.571  0.08
H: 4.884 2.568 1.712  0.02
H: 4.807 1.271 2.554  0.04
C: -5.273 1.299 -4.425  -0.06
C: -4.774 0.683 -5.730  -0.46
C: -4.763 -0.874 -5.712  -0.13
O: -3.764 -1.419 -4.763  -0.23
C: -4.046 -2.702 -4.251  -0.11
N: -5.628 1.301 -6.713  0.05
H: -4.956 2.321 -4.218  0.08
H: -4.987 0.707 -3.556  0.05
H: -6.363 1.318 -4.443  0.08
H: -3.732 0.984 -5.836  0.12
H: -4.384 -1.036 -6.721  0.12
H: -5.771 -1.262 -5.568  0.13
H: -3.328 -3.029 -3.499  0.09
H: -4.355 -3.473 -4.957  0.09
H: -4.961 -2.539 -3.682  0.08
H: -6.503 0.808 -6.823  0.08
H: -5.213 0.847 -7.514  0.06
C: 2.487 5.375 -1.333  -0.04
C: 1.676 4.623 -2.395  -0.39
C: 1.960 4.879 -3.890  -0.16
O: 2.082 6.260 -4.270  -0.16
C: 2.604 6.611 -5.552  -0.10
N: 1.711 3.250 -1.915  0.07
H: 2.419 5.078 -0.286  0.08
H: 2.232 6.433 -1.379  0.08
H: 3.567 5.268 -1.437  0.06
H: 0.677 5.018 -2.211  0.10
H: 1.109 4.356 -4.325  0.11
H: 2.809 4.260 -4.180  0.13
H: 3.098 5.871 -6.183  0.09
H: 3.221 7.508 -5.503  0.08
H: 1.784 6.997 -6.158  0.07
H: 1.447 3.141 -0.946  0.06
H: 1.073 2.629 -2.392  0.05
C: -7.776 -1.468 -0.429  -0.08
C: -6.318 -1.273 -0.143  -0.45
C: -5.911 0.244 0.018  -0.17
O: -4.574 0.313 0.499  -0.21
C: -4.178 1.594 1.018  -0.08
N: -6.092 -2.058 1.050  0.05
H: -8.034 -2.525 -0.374  0.08
H: -8.019 -1.089 -1.421  0.07
H: -8.280 -0.802 0.273  0.08
H: -5.688 -1.617 -0.963  0.12
H: -6.672 0.619 0.702  0.12
H: -5.937 0.759 -0.942  0.12
H: -3.162 1.471 1.393  0.06
H: -4.825 1.769 1.877  0.08
H: -4.271 2.459 0.361  0.09
H: -5.384 -2.756 0.870  0.08
H: -5.620 -1.468 1.720  0.04
C: 0.429 -2.867 -4.326  -0.23
C: -0.173 -2.898 -5.720  -0.34
O: 0.661 -2.720 -6.715  -0.01
O: 1.189 -1.723 -4.135  -0.05
H: 1.143 -3.677 -4.178  0.11
H: -0.421 -2.983 -3.655  0.13
H: -1.034 -2.239 -5.838  0.12
H: -0.599 -3.884 -5.901  0.13
H: 0.140 -2.845 -7.511  0.12
H: 1.686 -1.724 -4.956  0.11
C: -0.576 3.308 1.466  -0.21
C: -0.251 4.659 2.144  -0.16
O: 0.968 4.541 2.977  -0.09
O: 0.564 2.736 0.832  -0.10
H: -1.331 3.487 0.701  0.10
H: -0.903 2.542 2.170  0.12
H: -1.069 4.930 2.812  0.11
H: -0.087 5.487 1.454  0.11
H: 1.347 3.688 2.754  0.01
H: 0.256 1.894 0.490  0.01
C: 3.064 -0.739 -1.500  -0.22
C: 4.066 -0.766 -0.305  -0.23
O: 3.612 0.168 0.596  -0.07
O: 3.322 0.337 -2.360  -0.06
H: 2.084 -0.588 -1.047  0.11
H: 3.051 -1.737 -1.938  0.10
H: 5.101 -0.601 -0.605  0.12
H: 3.907 -1.770 0.087  0.11
H: 3.594 0.993 0.105  0.03
H: 2.503 0.688 -2.717  0.05
C: -4.482 -1.284 4.449  -0.19
C: -3.179 -2.043 4.628  -0.24
O: -2.113 -1.171 4.935  -0.06
O: -4.303 -0.491 3.245  -0.10
H: -4.629 -0.612 5.295  0.12
H: -5.346 -1.926 4.279  0.12
H: -2.967 -2.600 3.716  0.12
H: -3.381 -2.844 5.339  0.12
H: -1.817 -0.809 4.096  0.09
H: -4.403 0.438 3.464  0.07
C: -1.691 0.412 -3.717  -0.23
C: -0.395 1.192 -4.049  -0.12
O: 0.637 0.737 -3.098  -0.13
O: -2.184 0.498 -2.420  -0.04
H: -1.562 -0.620 -4.043  0.10
H: -2.407 0.846 -4.416  0.10
H: -0.502 2.273 -3.950  0.10
H: -0.124 1.009 -5.089  0.13
H: 0.870 -0.184 -3.237  0.04
H: -3.079 0.152 -2.454  0.10
C: -0.945 -0.264 0.432  -0.18
C: -0.004 -1.202 1.291  -0.23
O: 0.845 -0.588 2.241  -0.05
O: -0.255 0.628 -0.430  -0.08
H: -1.526 0.167 1.247  0.10
H: -1.560 -0.959 -0.140  0.12
H: 0.429 -1.934 0.609  0.09
H: -0.606 -1.906 1.866  0.11
H: 1.480 -0.052 1.761  0.05
H: -0.653 0.550 -1.300  0.04
C: 6.171 2.093 -0.936  -0.22
C: 5.198 3.236 -0.691  -0.20
O: 3.885 2.673 -0.370  -0.12
O: 5.827 1.162 -1.972  -0.07
H: 6.122 1.592 0.031  0.10
H: 7.170 2.493 -1.106  0.12
H: 5.114 3.859 -1.582  0.11
H: 5.567 3.918 0.074  0.12
H: 3.245 3.009 -1.002  0.01
H: 4.875 1.047 -1.937  0.01
C: -1.107 2.064 5.939  -0.31
C: -1.286 3.556 6.090  -0.22
O: -1.881 3.906 7.347  -0.07
O: -2.296 1.480 5.706  -0.05
H: -0.699 1.666 6.868  0.13
H: -0.391 1.832 5.151  0.11
H: -2.022 3.912 5.369  0.11
H: -0.428 4.172 5.822  0.12
H: -2.768 3.592 7.539  0.08
H: -2.119 0.554 5.886  0.06

Calculated values
* HOMO: -8.2 eV
* orbital gap: 0.2914 Ha
* 2S+1: 1
* E: -102035.11336 eV
* max |F|: 5.03 eV/A


The following is a quantum chemistry calculation of 2 unconnected molecules or ions with the total composition C44H50Cl4N2O2, from the Open Molecules 2025 dataset.

Last column: Löwdin charge in e.
Element x y z (Å)
C: -3.081 -0.954 2.509  -0.04
C: -1.935 -0.240 3.219  -0.52
C: -1.916 1.203 2.732  -0.05
C: -2.240 -0.243 4.716  -0.05
C: -0.545 -0.884 2.976  -0.08
C: 0.525 -0.581 3.824  -0.04
C: 1.781 -1.136 3.601  -0.10
C: 1.944 -2.159 2.663  -0.06
C: 0.844 -2.651 1.952  -0.06
C: 0.829 -4.144 1.488  -0.53
C: 0.613 -4.387 -0.001  -0.05
C: -0.264 -4.874 2.277  -0.04
C: 2.171 -4.814 1.810  -0.08
C: -0.257 -1.720 1.877  -0.08
N: -0.807 -1.340 0.618  0.05
C: -1.545 -2.168 -0.204  -0.08
C: -1.581 -1.621 -1.425  -0.06
N: -0.919 -0.393 -1.380  0.05
C: -0.667 0.341 -2.589  -0.07
C: 0.638 0.440 -3.140  -0.06
C: 1.850 -0.527 -2.934  -0.51
C: 3.149 0.284 -2.880  -0.05
C: 1.905 -1.475 -4.142  -0.04
C: 1.810 -1.384 -1.686  -0.06
C: 0.841 1.390 -4.159  -0.04
C: -0.228 1.832 -4.921  -0.05
C: -1.506 1.418 -4.576  -0.05
C: -1.774 0.826 -3.333  -0.08
C: -3.299 0.771 -2.998  -0.52
C: -3.963 2.081 -3.470  -0.06
C: -3.674 0.649 -1.530  -0.05
C: -3.959 -0.371 -3.781  -0.04
C: -0.449 -0.195 -0.092  -0.18
C: 0.460 0.761 0.350  -0.08
C: 0.518 2.050 -0.324  -0.23
C: -0.676 2.724 -0.666  -0.04
C: -0.626 3.795 -1.555  -0.08
C: 0.614 4.289 -1.993  -0.10
C: 1.806 3.711 -1.540  -0.09
C: 1.753 2.615 -0.685  -0.08
H: -3.116 -2.016 2.774  0.09
H: -4.028 -0.493 2.825  0.09
H: -3.023 -0.851 1.423  0.06
H: -1.145 1.788 3.240  0.01
H: -1.672 1.230 1.665  0.06
H: -2.892 1.688 2.880  0.10
H: -1.533 0.374 5.279  0.07
H: -3.248 0.153 4.894  0.09
H: -2.197 -1.267 5.104  0.09
H: 0.392 0.122 4.650  0.12
H: 2.630 -0.806 4.199  0.11
H: 2.940 -2.596 2.537  0.11
H: 1.296 -3.783 -0.605  0.07
H: 0.834 -5.444 -0.213  0.09
H: -0.413 -4.208 -0.326  0.06
H: -0.060 -4.810 3.353  0.10
H: -1.252 -4.438 2.090  0.08
H: -0.295 -5.934 1.994  0.09
H: 2.426 -4.745 2.871  0.09
H: 2.125 -5.878 1.545  0.09
H: 2.977 -4.367 1.217  0.09
H: -1.998 -3.071 0.178  0.13
H: -1.995 -1.973 -2.356  0.12
H: 3.038 1.122 -2.183  0.07
H: 3.977 -0.345 -2.525  0.09
H: 3.427 0.670 -3.867  0.08
H: 0.987 -2.071 -4.210  0.09
H: 2.023 -0.926 -5.084  0.09
H: 2.749 -2.172 -4.053  0.09
H: 0.938 -2.040 -1.672  0.07
H: 2.712 -2.015 -1.668  0.10
H: 1.848 -0.777 -0.778  0.07
H: 1.843 1.717 -4.428  0.11
H: -0.072 2.479 -5.786  0.11
H: -2.317 1.607 -5.275  0.10
H: -4.010 2.159 -4.561  0.07
H: -4.999 2.123 -3.110  0.09
H: -3.432 2.954 -3.072  0.09
H: -3.496 -0.348 -1.124  0.06
H: -3.168 1.406 -0.924  0.07
H: -4.756 0.830 -1.441  0.09
H: -3.588 -1.351 -3.459  0.07
H: -5.046 -0.349 -3.619  0.09
H: -3.775 -0.270 -4.857  0.09
H: 1.224 0.374 1.010  0.05
H: -1.609 2.377 -0.218  0.09
H: -1.563 4.240 -1.904  0.10
H: 0.643 5.121 -2.704  0.10
H: 2.779 4.097 -1.860  0.11
H: 2.652 2.137 -0.295  0.05
O: 5.063 4.170 4.750  0.06
C: 4.130 3.655 4.137  -0.42
C: 4.342 2.596 3.116  -0.59
Cl: 5.966 2.159 2.815  0.77
C: 3.301 1.976 2.488  -0.52
Cl: 3.596 0.607 1.453  0.81
C: 1.897 2.354 2.736  -0.37
O: 0.888 1.739 2.385  -0.02
C: 1.692 3.426 3.750  -0.55
Cl: 0.055 3.770 4.158  0.79
C: 2.714 4.021 4.416  -0.61
Cl: 2.450 5.185 5.638  0.76

Calculated values
* HOMO: -6.0 eV
* orbital gap: 0.1403 Ha
* SMILES: CC(C)(C)c1cccc(C(C)(C)C)c1N1C=CN(c2c(C(C)(C)C)cccc2C(C)(C)C)C1=Cc1ccccc1.O=C1C(Cl)=C(Cl)C(=O)C(Cl)=C1Cl
* 2S+1: 1
* E: -103600.30817 eV
* max |F|: 3.37 eV/A


The following is a quantum chemistry calculation of 2 unconnected molecules or ions with the total composition C4H14N3, from the Open Molecules 2025 dataset.

Last column: Löwdin charge in e.
Element x y z (Å)
C: -2.661 0.695 0.042  -0.07
C: -1.133 0.758 0.092  -0.35
C: -0.369 -0.379 0.637  -0.27
C: 2.224 0.447 0.479  -0.17
N: -0.485 -1.598 -0.248  0.08
N: 2.287 1.446 -0.440  0.15
N: 2.605 -0.812 0.062  0.07
H: -3.137 1.633 -0.024  0.06
H: -2.982 -0.052 -0.627  0.05
H: -2.860 0.240 1.006  0.07
H: -0.642 1.603 0.614  0.11
H: -0.663 1.036 -0.834  0.08
H: -0.497 -0.548 1.681  0.07
H: 1.684 0.583 1.426  0.13
H: -0.917 -1.596 -1.199  0.16
H: -0.864 -2.391 0.304  0.16
H: 2.267 2.426 -0.232  0.12
H: 2.864 1.345 -1.212  0.09
H: 3.168 -0.912 -0.824  0.14
H: 2.701 -1.665 0.642  0.13
H: 0.551 -1.918 -0.633  0.17

Calculated values
* HOMO: -10.3 eV
* orbital gap: 0.2615 Ha
* 2S+1: 1
* E: -8835.54055 eV
* max |F|: 3.35 eV/A
* charge: +1
* energy relative to the best compared isomer or geometry (same formula, charge and spin): 4.482 eV


What is the formula in the fifth record?
C4H14N3


What is the formula in the third record?
C40H119N5O25